[1]
{
  "formula": "C9H11O3",
  "method": "wB97M-V/def2-TZVPD",
  "de_lowest_kj_mol": 185.55,
  "charge": -1,
  "orbital_gap_ev": 6.78,
  "lumo_energy_ev": 2.964,
  "elements": ["C", "C", "C", "C", "C", "C", "C", "O", "H", "H", "H", "H", "H", "H", "H", "H", "C", "C", "O", "O", "H", "H", "H"],
  "xyz": [[2.02733, 0.70383, -1.13477], [0.55383, 2.16852, 1.98595], [-0.73360, 2.47382, 1.58441], [1.41622, 1.43720, 1.13274], [1.04670, 1.35265, -0.18645], [-1.14146, 2.34353, 0.26223], [-0.25647, 1.68460, -0.58080], [-1.39001, 3.22856, 2.56973], [0.94320, 2.54481, 2.91371], [2.35543, 1.15802, 1.58448], [-2.09156, 2.84968, 0.09744], [-2.35539, 3.16188, 2.47254], [1.65736, -0.30430, -1.36635], [3.04036, 0.86016, -0.77293], [-0.42114, 1.52480, -1.65062], [2.19808, 1.19675, -2.11372], [-0.96973, -4.57474, -1.42097], [-1.00815, -3.37667, -0.34319], [-1.91002, -3.37862, 0.50165], [-0.21103, -2.44919, -0.66423], [-0.13428, -4.35617, -2.08452], [-1.90921, -4.76586, -1.92043], [-0.70646, -5.48324, -0.86591]],
  "atomic_forces_ev_per_a": [[-0.20, 0.59, -1.15], [0.58, -1.39, -0.88], [1.18, 1.47, 1.11], [-1.26, 2.24, 1.40], [0.18, -1.32, -0.52], [-0.03, -0.28, 1.24], [0.52, 0.73, -1.03], [-1.00, -0.27, -0.65], [-0.28, -0.25, 0.55], [0.34, -0.18, -0.58], [0.03, -0.60, -0.93], [0.53, -0.03, -0.12], [0.76, -0.10, 0.34], [0.09, -1.03, 0.66], [-0.50, 0.18, 0.41], [-1.02, 0.15, 0.22], [0.98, 0.11, 1.68], [-0.36, 0.67, -2.59], [0.03, -0.43, 0.65], [0.10, -0.32, 0.74], [-0.29, -0.05, -0.31], [-0.27, 0.25, -0.15], [-0.12, -0.13, -0.08]]
}

[2]
{
  "formula": "C9H11PS",
  "method": "wB97M-V/def2-TZVPD",
  "de_lowest_kj_mol": 498.76,
  "charge": 0,
  "orbital_gap_ev": [7.01, 7.26],
  "lumo_energy_ev": [-1.145, -0.318],
  "elements": ["C", "C", "C", "C", "C", "C", "C", "C", "C", "P", "S", "H", "H", "H", "H", "H", "H", "H", "H", "H", "H", "H"],
  "xyz": [[-1.29764, 1.72966, 0.62191], [-0.94454, 1.68274, 2.03617], [-1.42629, 0.70424, -0.25186], [2.10435, -0.60237, -0.43442], [-0.80889, 0.48162, 2.65423], [2.18963, -0.60510, 0.85295], [0.99203, -0.60267, -1.33524], [-0.21482, -1.40493, -0.83332], [-1.28331, -0.71844, 0.01743], [-0.63536, -0.99467, 1.76740], [-1.52318, -2.47310, 2.56775], [-1.34118, 2.73985, 0.20847], [-1.12780, 2.63895, 2.68189], [-1.93867, 0.84818, -1.10805], [3.12295, -0.62564, -1.04254], [-0.73451, 0.28856, 3.71824], [2.79443, -0.76646, 1.70197], [0.50196, 0.33682, -1.60103], [1.41062, -1.04685, -2.30712], [-0.62391, -1.89818, -1.80158], [0.08188, -2.20408, -0.23403], [-2.26185, -1.31735, -0.00609]],
  "atomic_forces_ev_per_a": [[1.08, 0.57, -1.05], [-1.22, 0.16, 1.77], [-0.08, 0.66, 3.27], [4.20, 0.74, -0.47], [0.32, 1.33, 0.27], [-2.17, -0.52, 0.46], [-1.93, -1.00, -2.14], [-1.06, -0.91, -3.24], [0.27, -1.31, 1.60], [0.60, 0.36, -1.76], [-0.23, -1.24, 0.74], [-0.54, -0.25, 0.06], [0.65, -1.80, -1.40], [-1.10, 1.19, -3.22], [-1.54, 0.17, 1.37], [0.02, 0.58, 0.13], [0.64, 0.08, 0.38], [0.97, 0.57, -0.03], [-1.05, 0.53, 1.21], [0.04, 0.89, 1.62], [0.91, -1.73, 0.64], [1.24, 0.95, -0.21]]
}

[3]
{
  "formula": "C9H12",
  "method": "wB97M-V/def2-TZVPD",
  "de_lowest_kj_mol": 312.41,
  "charge": 0,
  "orbital_gap_ev": 9.39,
  "lumo_energy_ev": 1.088,
  "elements": ["C", "C", "C", "C", "C", "C", "C", "C", "C", "H", "H", "H", "H", "H", "H", "H", "H", "H", "H", "H", "H"],
  "xyz": [[-3.51626, 0.26583, 0.05086], [-2.15418, -0.05275, -0.55175], [-1.08572, -0.49029, 0.45043], [0.15398, 0.34819, 0.65367], [0.98406, 1.46465, 0.00639], [2.26206, 1.06624, -0.10623], [2.59652, -0.38961, -0.14204], [1.64865, -1.34393, -0.01115], [0.25407, -0.84942, -0.19633], [-3.42508, 1.15212, 0.66596], [-4.22967, 0.32718, -0.75112], [-3.83126, -0.49436, 0.76256], [-2.33146, -1.04392, -1.14997], [-1.78471, 0.66128, -1.28049], [-1.34229, -1.24697, 1.19503], [0.70615, 0.00341, 1.55771], [0.60906, 2.47683, -0.08983], [2.93191, 1.80401, -0.44271], [3.65507, -0.68345, -0.14541], [1.95830, -2.39582, 0.01487], [0.22490, -0.67370, -1.25975]],
  "atomic_forces_ev_per_a": [[1.04, 0.15, 0.56], [-0.37, -3.76, -0.53], [1.04, -0.13, -0.57], [0.73, 0.71, 0.52], [-1.39, -0.82, 1.84], [-1.07, -1.11, -1.54], [0.41, 0.56, 1.46], [0.44, -1.01, -0.07], [0.49, -0.39, -1.00], [-0.41, 0.60, -0.19], [-0.52, 0.41, -0.06], [0.01, -0.37, -0.20], [0.27, 1.72, 0.58], [0.06, 0.30, 0.19], [-0.43, 0.91, 0.35], [-0.70, 0.70, -0.15], [0.33, 0.09, -0.03], [1.23, 0.52, -0.28], [-0.50, 0.19, -0.07], [-0.20, 0.29, -0.24], [-0.46, 0.45, -0.56]]
}

[4]
{
  "formula": "C9H12B2O4",
  "method": "wB97M-V/def2-TZVPD",
  "de_lowest_kj_mol": 614.19,
  "charge": 0,
  "orbital_gap_ev": [5.06, 4.83],
  "lumo_energy_ev": [-1.309, -1.465],
  "elements": ["B", "B", "C", "C", "C", "C", "C", "C", "C", "C", "C", "O", "O", "O", "O", "H", "H", "H", "H", "H", "H", "H", "H", "H", "H", "H", "H"],
  "xyz": [[0.90869, 2.05362, 0.41818], [1.70409, -1.50616, 0.83645], [-3.86006, -0.42804, -0.16088], [-2.85744, -1.39281, -0.33314], [-3.45190, 0.93071, -0.10730], [-1.51399, -1.05074, -0.29819], [-2.10871, 1.23826, 0.05220], [-1.08457, 0.23281, 0.00945], [0.10826, 0.87984, 0.08784], [1.92419, -0.62272, -0.34243], [2.60456, -0.39166, -1.60421], [2.10927, 2.34508, -0.12401], [0.22674, 3.08353, 1.03421], [0.87136, -2.64683, 0.70265], [2.27609, -1.04207, 2.01947], [-4.90282, -0.57646, -0.11651], [-3.14869, -2.50880, -0.50036], [-4.13461, 1.66673, 0.11504], [-0.77776, -1.87622, -0.61395], [-1.74607, 2.24146, 0.25272], [2.01811, 0.19004, -2.25541], [2.92017, -1.35678, -1.98012], [3.55853, 0.03671, -1.50878], [2.28596, 3.26378, -0.32230], [0.77509, 3.79120, 1.34105], [0.17349, -2.84476, 1.33026], [2.05883, -1.72208, 2.79629]],
  "atomic_forces_ev_per_a": [[-1.04, 1.29, -0.35], [-0.64, -0.97, 1.69], [1.71, 0.99, -0.58], [-1.71, -1.37, -0.02], [2.33, -2.39, 1.23], [1.37, -2.30, -0.87], [-0.52, -0.13, 0.10], [-1.87, 0.57, -0.75], [3.23, -2.68, -0.22], [-1.87, 1.88, -1.09], [-0.86, -1.43, 1.34], [2.36, -0.59, -0.64], [-1.04, -0.08, 0.56], [1.44, 0.89, -0.35], [-1.07, -2.84, 2.01], [-0.93, -0.80, -0.13], [0.58, 2.18, 0.29], [-1.63, 1.66, -0.03], [-1.13, 1.61, 0.73], [-0.54, 0.07, -0.18], [-0.53, 0.67, -0.99], [-0.25, -0.57, -0.54], [1.45, 1.07, 0.65], [-0.10, 0.08, 0.23], [0.43, 0.57, 0.16], [0.08, 0.33, 0.24], [0.75, 2.30, -2.48]]
}

[5]
{
  "formula": "C9H12BF8O3",
  "method": "wB97M-V/def2-TZVPD",
  "charge": -1,
  "orbital_gap_ev": 5.77,
  "lumo_energy_ev": 2.409,
  "elements": ["F", "C", "F", "C", "F", "F", "C", "F", "F", "C", "F", "F", "C", "O", "C", "C", "C", "C", "O", "B", "O", "H", "H", "H", "H", "H", "H", "H", "H", "H", "H", "H", "H"],
  "xyz": [[-4.98884, -1.44897, -3.36972], [-3.76669, -1.53733, -2.86033], [-3.14466, -0.39047, -3.06719], [-3.89717, -1.78238, -1.34822], [-4.80193, -2.74377, -1.21956], [-4.37706, -0.67996, -0.78621], [-2.57538, -2.26317, -0.68083], [-2.78222, -3.43451, -0.10565], [-1.65865, -2.46007, -1.62656], [-1.96908, -1.29006, 0.34249], [-0.97930, -1.97756, 0.89713], [-2.82591, -1.02618, 1.32874], [-1.37181, 0.00684, -0.29015], [-0.01133, 0.10045, -0.05093], [0.31567, 1.01574, 0.99122], [1.70078, 0.76329, 1.58132], [2.73293, 1.82491, 1.21957], [3.45863, 1.59054, -0.13880], [4.83005, 1.74999, 0.12816], [5.11384, 1.56655, 1.57348], [3.73103, 1.66993, 2.16258], [-3.25790, -2.34301, -3.37550], [-1.48356, -0.04048, -1.36871], [-1.91284, 0.86777, 0.08922], [0.27604, 2.05340, 0.65702], [-0.40862, 0.93238, 1.80168], [1.62543, 0.80462, 2.65677], [2.09033, -0.20628, 1.30597], [2.31668, 2.83987, 1.21983], [3.36374, 0.57549, -0.55269], [3.25354, 2.31219, -0.93407], [5.75104, 2.48451, 2.09681], [5.65324, 0.46572, 1.72314]],
  "atomic_forces_ev_per_a": [[-1.29, 0.24, -0.44], [0.33, -0.98, 0.31], [0.77, 1.18, -0.26], [0.57, -0.38, -0.85], [-0.87, -0.86, 0.28], [-0.18, 0.85, 0.53], [-0.58, 1.04, 0.44], [-0.37, -0.94, 0.64], [0.81, -0.10, -1.00], [0.98, 0.72, -0.67], [0.95, -0.77, 0.51], [-1.13, 0.22, 0.59], [0.05, -0.30, -0.35], [0.17, 0.29, 0.01], [0.42, -0.19, 0.86], [-0.65, 0.83, -0.64], [1.02, -1.13, -0.50], [1.38, 0.02, -0.04], [0.25, 0.59, -0.20], [-0.60, 0.31, -0.13], [0.19, 0.02, 0.71], [0.28, -0.21, 0.02], [-0.29, 0.03, -0.16], [-0.29, 0.11, 0.08], [-0.18, 0.09, -0.46], [-0.35, -0.19, 0.00], [-0.03, -0.10, 0.41], [0.01, -0.32, -0.10], [-0.31, 0.18, 0.17], [-0.76, -0.12, 0.14], [-0.69, 0.03, -0.02], [0.44, -0.01, -0.24], [-0.04, -0.17, 0.36]]
}

[6]
{
  "formula": "C9H12BiI2O5STl",
  "method": "wB97M-V/def2-TZVPD",
  "charge": 4,
  "orbital_gap_ev": [4.96, 5.46],
  "lumo_energy_ev": [-18.463, -17.955],
  "elements": ["I", "I", "Bi", "Tl", "S", "C", "C", "C", "C", "C", "C", "C", "C", "O", "O", "O", "O", "H", "H", "H", "H", "H", "H", "H", "H", "H", "C", "O", "H", "H", "H"],
  "xyz": [[4.25048, -1.17027, 0.93007], [3.43647, 1.57910, 1.50039], [0.38702, 1.67252, 0.98210], [-0.24163, -2.21030, 1.22295], [1.05857, -0.23423, -0.52945], [-2.81460, -2.44226, 0.14677], [-2.22856, -1.80772, 3.42205], [0.64746, -0.04109, -2.32928], [1.56651, 0.99733, -2.95653], [-0.84169, 0.25674, -2.43629], [1.04902, -1.35959, -2.99448], [-1.53800, 2.17779, 3.28402], [-2.36846, 2.35420, 0.18876], [-2.94543, -1.91378, 4.29936], [-3.64476, -2.55013, -0.63239], [-1.76698, 2.35059, 4.40879], [-3.38028, 2.80315, -0.13273], [1.41652, 1.05517, -4.03964], [2.59948, 0.71492, -2.75775], [1.48517, 2.00088, -2.55374], [-1.21474, 0.18513, -3.46685], [-1.14124, 1.23751, -2.05345], [-1.35694, -0.52465, -1.86496], [0.84263, -1.31630, -4.06797], [0.54108, -2.22748, -2.59418], [2.10429, -1.56402, -2.84237], [0.82099, -0.01335, 3.61437], [-0.01019, -0.00657, 2.45584], [0.24765, -0.02658, 4.55547], [1.48639, 0.87141, 3.58588], [1.55379, -0.84810, 3.65523]],
  "atomic_forces_ev_per_a": [[-0.22, 1.72, 0.35], [1.54, -1.42, -0.14], [-1.65, -0.65, 1.53], [-0.76, 0.24, 0.26], [0.43, -0.63, -0.14], [-2.46, -0.41, -2.69], [-1.71, -0.68, 2.17], [-0.63, 0.01, -1.76], [0.81, 0.63, 0.92], [-0.38, -0.49, 0.22], [-0.05, -0.61, 0.55], [-0.90, 1.20, 5.08], [-3.85, 1.78, -1.38], [1.81, 0.40, -2.25], [2.54, 0.33, 2.61], [0.90, -0.87, -5.04], [4.17, -1.90, 1.39], [-0.16, -0.20, 0.14], [0.18, -0.10, -0.37], [-0.44, 0.34, 0.05], [0.35, 0.05, 0.13], [0.22, -0.01, -0.05], [-0.29, 0.18, -0.17], [0.02, 0.15, 0.15], [-0.49, -0.20, 0.05], [0.27, 0.14, -0.24], [1.29, 0.45, 0.97], [0.57, 0.60, -2.12], [0.02, 0.11, -0.49], [-0.50, -0.20, 0.58], [-0.65, 0.05, -0.30]]
}

| no. | F_max (eV/Å) |
| --- | --- |
| 1 | 2.93 |
| 2 | 4.29 |
| 3 | 3.82 |
| 4 | 4.20 |
| 5 | 1.60 |
| 6 | 5.30 |